DFT (ωB97M-V/def2-TZVPD) results for the molecule C5H11N at a distorted geometry.

```
17
Properties=species:S:1:pos:R:3:forces:R:3
C -0.442036 0.394911 -2.474021 0.5 0.1 -0.8
C -0.644776 -0.555447 -0.241297 0.0 0.2 -0.1
C 0.417792 0.276105 0.467636 0.5 0.2 0.2
C 0.249608 0.327109 1.952502 -0.6 -0.6 1.3
C 1.145403 -0.079948 2.873793 0.0 0.4 -1.3
H 0.311428 1.158624 -2.199986 -0.5 -0.3 -0.1
H -1.459726 0.856386 -2.424942 0.5 -0.3 0.0
H -0.211413 0.109363 -3.537059 -0.4 0.3 1.0
H -0.823456 -1.524809 -2.027655 -0.3 -0.4 0.0
H -0.735915 -1.521665 0.256405 -0.2 0.0 0.0
H -1.593267 0.016944 -0.160637 0.0 -0.4 0.0
H 1.419551 -0.109498 0.257575 -0.1 -0.1 -0.2
H 0.377305 1.283997 0.051475 0.1 0.2 0.1
H -0.771917 0.585266 2.346948 1.0 0.0 -0.5
H 2.177990 -0.399025 2.576511 -1.1 0.3 0.4
H 0.855717 -0.030480 3.917205 0.3 -0.2 0.0
N -0.272286 -0.787831 -1.634452 0.0 0.6 0.1
```
Positions in Å, forces in eV/Å.

Output
Lowest unoccupied orbital energy, eV: 1.18
HOMO-LUMO gap, eV: 10.1032
Relative energy (zero: lowest compared OMol25 entry of this formula, charge and spin), eV: 1.154
F_max, eV/Å: 1.57
Highest occupied orbital energy, eV: -8.928
SMILES string: C=CCCNC

DFT (ωB97M-V/def2-TZVPD) results for a cluster of 3 separate species, C3H14N2O2 in total at a distorted geometry.

```
21
Properties=species:S:1:pos:R:3:forces:R:3
C -1.606689 -1.973938 -0.418041 -1.5 0.1 0.4
C -1.009805 -0.868640 0.464416 4.1 -1.1 -1.1
N -0.214171 -0.027309 -0.473312 0.0 -0.3 -1.1
C 0.588464 1.035940 0.049399 -0.5 4.1 3.6
N 1.743934 1.635238 -0.813769 -0.6 -1.8 1.2
H -2.337231 -1.539033 -1.162954 0.6 -0.6 0.8
H -2.163018 -2.694025 0.284414 0.9 0.7 -1.4
H -0.766574 -2.432008 -1.027033 -1.1 0.2 1.1
H -1.525382 -0.230729 1.150763 -1.1 -0.1 0.4
H -0.175304 -1.412267 0.984797 -1.0 0.5 0.4
H -0.924538 0.426427 -1.018016 -0.1 0.1 -0.8
H 0.920761 0.818632 1.157077 -0.4 -0.1 -2.3
H -0.190116 1.949905 0.250709 2.1 -1.6 -0.4
H 2.199785 0.771568 -1.097369 0.2 0.0 -0.7
H 2.512829 2.048840 -0.228080 -1.5 -0.3 -0.2
H 0.752048 2.491787 3.265153 -1.6 -0.9 -0.6
H -0.788030 2.348814 3.392172 -0.8 0.5 0.6
O -0.051533 1.999777 2.919823 2.3 0.5 0.2
H 1.276508 -2.089199 -2.899524 0.4 -2.8 -0.3
H 0.609670 -1.067774 -1.999959 -0.3 0.3 0.7
O 1.148387 -1.192009 -2.780672 0.1 2.6 -0.4
```
Positions in Å, forces in eV/Å.

Output
Lowest unoccupied orbital energy, eV: 0.53
HOMO-LUMO gap, eV: 9.5793
Relative energy (zero: lowest compared OMol25 entry of this formula, charge and spin), eV: 2.201
F_max, eV/Å: 5.46
Highest occupied orbital energy, eV: -9.053
SMILES string: CCNCN.O.O

DFT (ωB97M-V/def2-TZVPD) results for a structure of composition C27H35N5O7S2SbSe5Y at a distorted geometry.

```
83
Properties=species:S:1:pos:R:3:forces:R:3
Y -1.923966 0.257206 -0.602252 1.8 -1.3 1.0
N 2.939588 1.459815 2.649681 -0.4 -0.1 -0.2
C 3.584439 1.545851 1.329489 0.4 0.7 0.9
C 3.503651 2.925175 0.704734 -0.9 0.8 0.7
C 2.052183 3.375414 0.375102 0.4 -0.1 0.9
N 1.231463 3.640532 1.589985 0.0 -0.8 -0.8
H 2.057154 1.990821 2.570857 0.3 -0.3 0.0
H 3.469488 2.032301 3.288818 0.3 0.1 0.2
H 3.131064 0.826537 0.685105 -0.5 -0.6 -0.6
H 4.640999 1.260285 1.407946 -0.1 -0.1 0.2
H 4.032865 2.890134 -0.213275 0.7 0.1 -1.2
H 4.007655 3.681384 1.339128 -0.2 -0.3 -0.1
H 1.603291 2.510014 -0.116070 -0.3 0.3 -0.4
H 2.076585 4.262549 -0.283263 -0.1 -0.5 0.0
H 0.285442 3.269141 1.376825 0.4 0.5 0.1
H 1.123658 4.632317 1.699694 -0.2 0.4 0.1
C -2.677196 1.894054 3.871699 0.9 -0.3 -0.2
N -3.528672 1.555665 2.742136 -0.3 0.6 0.4
C -4.463369 2.478309 2.352311 0.5 -0.2 0.0
C -5.167650 2.365415 1.220010 -0.7 -0.1 -1.0
C -4.836373 1.228521 0.394303 -0.2 0.6 -0.3
N -3.927697 0.365626 0.800041 -0.2 -1.1 -0.9
C -3.159806 0.559554 1.870351 0.0 0.7 0.7
O -2.123895 -0.086761 2.021839 0.4 -0.5 0.0
N -5.322726 0.989536 -0.831772 -0.2 -0.1 0.5
H -2.223734 0.990649 4.299330 -0.3 0.2 -0.2
H -3.281238 2.384540 4.616647 -0.2 0.2 0.3
H -1.861158 2.560378 3.549123 -0.3 -0.1 0.0
H -4.528878 3.365028 2.956424 -0.1 0.1 0.3
H -5.875660 3.152252 0.917222 0.6 -0.5 0.1
H -5.790537 1.716525 -1.331126 -0.2 0.2 -0.1
H -5.056715 0.123802 -1.314514 -0.1 0.2 0.0
O 0.155283 -1.109872 0.325081 -0.4 0.5 -0.3
S 1.275906 -1.764984 1.046729 0.1 0.4 0.1
C 1.577497 -3.221595 0.080405 -0.1 -0.5 -0.4
C 2.784471 -3.897582 0.220666 0.1 0.2 0.3
C 3.101230 -4.942572 -0.631508 -1.0 0.3 -0.5
C 2.167619 -5.283270 -1.619920 -0.3 0.4 0.2
C 0.936048 -4.617339 -1.754175 1.2 -0.2 0.6
C 0.644325 -3.562906 -0.900466 0.7 -0.3 0.1
C 0.464376 -2.423070 2.484687 -0.9 -0.2 -0.1
C -0.730364 -3.118369 2.242932 0.8 0.3 -0.7
C -1.671173 -3.233232 3.216868 -0.2 0.2 1.2
C -1.454561 -2.604355 4.462323 -0.6 -0.5 0.0
C -0.264010 -1.945754 4.708589 -0.1 -0.1 0.1
C 0.705329 -1.851605 3.712880 0.6 0.4 0.1
H 3.481072 -3.573973 0.990339 0.0 0.0 -0.1
H 4.051935 -5.439584 -0.572043 0.2 -0.2 0.0
H 2.414168 -6.048415 -2.325037 0.1 -0.5 -0.3
H 0.245043 -4.900347 -2.525713 -0.2 0.0 -0.2
H -0.266653 -3.017138 -1.028210 -0.6 0.3 0.0
H -0.940301 -3.434853 1.229165 -0.1 -0.2 0.0
H -2.583705 -3.773140 3.020013 -0.2 0.1 0.0
H -2.262952 -2.631214 5.223090 0.7 0.0 -0.5
H -0.091933 -1.459908 5.657368 0.0 0.1 0.1
H 1.617022 -1.262763 3.871968 -0.4 -0.1 -0.1
O -4.956520 -1.787071 -2.167237 -0.2 -0.5 -1.1
Se -3.406367 -2.094930 -2.596835 1.3 1.1 3.3
O -2.721751 -0.552198 -2.376210 -0.2 0.4 -1.4
O -2.661334 -2.872497 -1.342447 -0.1 -0.3 -0.3
O -2.845435 -2.617909 -4.001858 -0.7 -0.4 -1.1
C -0.315378 0.569150 -4.709969 0.7 0.1 0.7
S 0.251958 -0.477432 -3.305097 0.9 1.1 0.0
O 0.137304 0.378510 -2.064188 -0.5 -0.4 -0.5
C 2.068725 -0.402026 -3.626161 -0.4 -0.5 0.3
C 2.894638 0.560393 -3.031375 0.0 -0.3 -0.2
C 4.283129 0.376371 -3.110895 -0.9 -1.0 -0.7
C 4.780271 -0.773314 -3.757093 -0.1 0.2 0.1
C 3.948101 -1.724110 -4.363115 0.1 0.9 0.2
C 2.578648 -1.524669 -4.280792 0.0 0.3 0.4
H -0.018177 1.612002 -4.483975 -0.1 -0.6 -0.1
H -1.386613 0.465451 -4.713777 -0.4 0.0 0.0
H 0.133736 0.199261 -5.636812 -0.1 0.0 0.2
H 2.449316 1.397336 -2.489218 0.1 -0.2 -0.1
H 4.959901 1.106259 -2.705781 0.1 0.1 0.2
H 5.844205 -0.946130 -3.744068 0.2 0.0 -0.1
H 4.346079 -2.567832 -4.919084 0.1 0.0 0.3
H 1.888919 -2.280499 -4.624401 -0.1 -0.1 -0.2
Se -0.472676 6.404093 -1.030977 -0.7 0.5 0.6
Sb -2.488116 6.247589 0.311164 -0.1 -2.1 0.0
Se -1.699977 2.717757 -0.186123 0.0 1.2 0.1
Se -4.627280 5.795771 -0.885238 1.0 0.7 0.8
Se -2.311232 5.705943 2.769005 -0.2 0.7 -1.3
```
Positions in Å, forces in eV/Å.

Output
Lowest unoccupied orbital energy, eV: 3.59
HOMO-LUMO gap, eV: 5.0135
Relative energy (zero: lowest compared OMol25 entry of this formula, charge and spin), eV: 1.191
F_max, eV/Å: 3.70
Net charge: -2
Highest occupied orbital energy, eV: -1.425

DFT (ωB97M-V/def2-TZVPD) results for a structure of composition C8H22BCdInO4PS at a distorted geometry.

```
39
Properties=species:S:1:pos:R:3:forces:R:3
C 3.784568 -0.543853 0.939212 0.0 0.5 0.2
C 2.740956 -0.346745 2.038632 0.2 -1.1 -0.7
C 1.335828 -0.762660 1.568953 -0.2 1.2 0.4
C 0.279380 0.353514 1.822715 -0.5 -1.3 -0.9
In -1.235844 0.577991 0.189743 -0.4 1.5 2.2
C -2.086141 2.577560 0.451059 1.1 -0.2 -0.6
B -0.968811 3.599418 0.021723 -0.3 -0.5 0.2
O -0.951452 4.870601 0.491286 -0.2 0.3 -0.6
O 0.058206 3.227535 -0.868937 0.3 -0.5 -0.1
P -2.854844 -1.367739 0.422327 -0.3 0.8 0.0
C -3.532363 -1.612254 -1.285815 0.3 -0.8 0.6
C -1.565587 -2.672845 0.587899 0.5 0.3 -1.4
S -0.339017 -0.056000 -2.077450 0.3 0.8 -0.3
C 1.436731 -0.157944 -2.256997 -0.3 -0.5 -0.7
O -0.844613 -1.498012 -2.300144 1.4 4.2 -2.2
O -0.849309 0.810429 -3.105364 0.0 0.1 -0.3
H 4.020590 -1.590431 0.786638 0.1 -0.2 0.0
H 3.454113 -0.128923 -0.010125 -0.1 0.1 -0.2
H 4.683135 -0.001606 1.207430 0.4 -0.1 0.0
H 3.048568 -0.995223 2.852246 0.0 0.2 0.4
H 2.764610 0.679206 2.378591 -0.2 0.2 0.1
H 1.350040 -0.999859 0.505466 0.3 -0.2 -0.2
H 1.013299 -1.665107 2.081765 0.0 -0.2 0.1
H -0.321635 0.028398 2.667488 -0.2 0.3 0.3
H 0.711982 1.307661 2.091764 0.2 0.2 -0.1
H -2.261717 2.732298 1.510218 -0.5 -0.1 0.2
H -2.969655 2.777260 -0.144990 -0.3 0.0 0.1
H -0.424220 5.384297 -0.140389 0.2 0.2 0.5
H 0.842865 2.924811 -0.393798 0.0 0.3 -0.1
H -4.423145 -2.224715 -1.270470 -0.3 0.0 -0.1
H -3.702121 -0.660414 -1.770625 -0.2 0.2 -0.1
H -2.784439 -2.116666 -1.931576 -0.6 0.0 -0.1
H -0.708518 -2.254982 -0.083918 -0.3 -0.4 1.5
H -1.132821 -2.744460 1.575787 0.1 -0.4 0.1
H -1.905837 -3.644764 0.213563 -0.3 -0.4 0.8
H 1.888824 0.791005 -2.004562 0.0 0.2 0.3
H 1.834744 -0.993980 -1.699325 0.1 0.0 0.4
H 1.615974 -0.357976 -3.309232 -0.1 0.1 -0.3
Cd -1.002324 -3.244828 -1.750784 0.0 -4.9 0.6
```
Positions in Å, forces in eV/Å.

Output
Lowest unoccupied orbital energy, eV: -7.01
HOMO-LUMO gap, eV: 4.2628
F_max, eV/Å: 4.98
Net charge: +1
Highest occupied orbital energy, eV: -11.268

DFT (ωB97M-V/def2-TZVPD) results for a structure of composition C27H16Cl5N4O4RuS at a distorted geometry.

```
58
Properties=species:S:1:pos:R:3:forces:R:3
Ru 0.107328 -0.182323 0.066487 0.3 0.6 -0.2
C -1.080630 -1.490336 2.650499 -0.1 -0.1 0.0
C 0.109002 -0.834000 2.037896 0.0 -0.1 0.4
N 0.169542 0.514766 1.977705 -0.1 0.0 0.5
N 1.392563 1.162120 2.230277 -0.9 -0.3 0.5
C 1.776227 1.752761 1.176135 0.8 0.3 -1.0
O 1.327939 1.374167 -0.019061 -0.5 0.1 0.3
C 2.781333 2.837110 1.199721 0.0 -0.2 -0.1
C 3.220829 3.359769 2.411512 0.0 0.0 0.1
C 4.162033 4.376138 2.422387 0.0 0.0 0.0
C 4.658459 4.880931 1.226202 0.0 0.0 0.0
C 4.215485 4.363900 0.017888 0.0 0.0 0.0
C 3.280370 3.338995 0.004397 0.1 0.1 -0.1
C 1.404407 -1.532194 1.863800 0.3 -0.3 0.2
C 2.200658 -2.244588 2.728504 0.0 -0.1 0.1
C 3.439296 -2.667391 2.258389 0.0 0.0 0.1
C 3.831399 -2.351149 0.969232 0.0 0.0 -0.1
C 2.970395 -1.628331 0.159003 0.1 0.0 -0.1
N 1.775219 -1.260925 0.608226 0.2 0.2 -0.3
H -1.931833 -0.812103 2.619974 0.0 0.0 0.0
H -0.864169 -1.718513 3.697882 0.0 0.0 0.0
H -1.335035 -2.425808 2.155228 0.0 0.0 0.0
H 2.817003 2.965255 3.334529 0.0 0.0 0.0
H 4.504540 4.782283 3.365051 0.0 0.0 0.0
H 5.389277 5.679063 1.237767 0.0 0.0 0.0
H 4.600745 4.757050 -0.913730 0.0 0.0 0.0
H 2.929404 2.923659 -0.930573 0.0 0.0 0.0
H 1.875298 -2.446138 3.739673 0.0 0.0 0.0
H 4.103578 -3.225168 2.905223 0.0 0.0 0.0
H 4.797094 -2.650091 0.588292 0.0 0.0 0.0
H 3.235114 -1.335610 -0.849466 0.0 0.0 0.0
Cl -2.655840 -3.579203 0.145176 0.0 0.0 0.0
C -1.304043 -3.060302 -0.757992 -0.1 0.1 0.2
C -1.307440 -1.770911 -1.311470 -0.1 0.0 -0.2
C -0.191889 -1.371166 -2.078262 -0.1 -0.2 -0.5
Cl -0.194938 0.218070 -2.738233 0.1 0.0 0.1
C 0.846313 -2.252149 -2.365080 0.1 0.1 0.0
Cl 2.131090 -1.756526 -3.371636 0.0 0.0 0.0
C 0.832499 -3.521623 -1.792337 0.1 -0.1 0.0
Cl 2.127133 -4.593487 -2.083512 0.0 0.0 0.0
C -0.222654 -3.913644 -0.965180 0.0 -0.1 0.1
Cl -0.201039 -5.455203 -0.229404 0.0 0.0 0.0
O -4.420270 -2.518730 -2.212913 0.0 0.1 -0.1
S -3.681173 -1.362498 -2.584040 0.0 -0.1 -0.1
O -2.971711 -1.313158 -3.820278 -0.1 0.0 0.0
N -2.510027 -1.014606 -1.349900 0.1 0.2 0.2
C -2.638234 0.240957 -0.818678 0.1 0.0 0.2
O -1.803314 0.765095 -0.079672 -0.1 0.0 -0.3
C -3.887063 0.865779 -1.272186 0.0 0.0 0.0
C -4.394138 2.080455 -0.854028 -0.1 0.1 0.0
C -5.587281 2.512444 -1.418921 0.0 0.0 -0.1
C -6.246673 1.745140 -2.377800 0.0 0.1 0.1
C -5.734703 0.523302 -2.802299 0.0 0.0 0.0
C -4.549536 0.115658 -2.230298 0.0 0.0 0.0
H -3.869579 2.664139 -0.109257 0.0 0.0 0.0
H -6.011969 3.458107 -1.111351 0.0 0.0 0.0
H -7.173629 2.105213 -2.802969 0.0 0.0 0.0
H -6.242762 -0.074453 -3.546526 0.0 0.0 0.0
```
Positions in Å, forces in eV/Å.

Output
Lowest unoccupied orbital energy, eV: -4.17
HOMO-LUMO gap, eV: 6.4659
Relative energy (zero: lowest compared OMol25 entry of this formula, charge and spin), eV: 0.000
F_max, eV/Å: 1.34
Net charge: +1
Highest occupied orbital energy, eV: -10.641